No. 1
Here is a structure of composition C9H15BF4N2O5SSn in a non-equilibrium geometry from the OMol25 dataset. Energies are from wB97M-V/def2-TZVPD.

Structure (XYZ):
```
38
C9H15BF4N2O5SSn | the OMol25 dataset | wB97M-V/def2-TZVPD
Sn -0.895 0.087 -0.292
C 0.600 1.980 2.093
C 1.227 0.795 2.454
C 2.210 0.256 1.631
C 2.566 0.897 0.453
C 1.918 2.070 0.082
C 0.935 2.612 0.902
H -0.127 2.432 2.750
H 0.990 0.324 3.399
H 2.739 -0.636 1.938
H 3.370 0.507 -0.155
H 2.231 2.597 -0.809
H 0.455 3.543 0.640
C -2.289 -4.944 -0.307
O -2.524 -3.662 0.256
C -1.522 -2.869 0.561
O -1.763 -1.775 1.066
N -0.252 -3.345 0.422
N 0.770 -2.387 0.646
H -3.273 -5.390 -0.441
H -1.695 -5.564 0.370
H -1.798 -4.855 -1.278
H -0.083 -3.901 -0.418
H 1.258 -2.221 -0.230
H 1.426 -2.785 1.315
C -0.048 -1.605 -4.157
S 0.060 -1.937 -2.403
O 0.606 -3.255 -2.172
O -1.305 -1.813 -1.845
O 0.898 -0.868 -1.824
H -0.196 -2.527 -4.700
H 0.877 -1.124 -4.441
H -0.885 -0.931 -4.279
F -1.853 2.310 -1.203
B -2.635 2.837 -0.080
F -2.197 4.074 0.216
F -2.307 1.940 0.972
F -3.938 2.748 -0.377
```

## Properties
Gap between HOMO and LUMO in eV: 9.3
Energy relative to the best compared isomer or geometry (same formula, charge and spin) in kcal/mol: 17.7
Multiplicity: 1
LUMO level in eV: -0.5
Charge: 0

No. 2
Here is a cluster of 2 separate species, C9H15BN2O8P in total from the OMol25 dataset. Energies are from wB97M-V/def2-TZVPD.

Structure (XYZ):
```
36
C9H15BN2O8P | the OMol25 dataset | wB97M-V/def2-TZVPD
C -2.948 -0.074 1.919
C -2.516 -0.595 0.550
C -1.001 -0.575 0.262
N -0.226 0.196 1.252
P 0.454 -0.777 2.522
C 0.265 0.332 3.995
N 0.938 1.616 3.796
C 0.049 2.692 3.378
H -2.322 -0.444 2.732
H -2.940 1.016 1.946
H -3.971 -0.395 2.128
H -3.007 0.026 -0.203
H -2.885 -1.613 0.415
H -0.849 -0.090 -0.703
H -0.612 -1.594 0.152
H 0.594 0.551 0.765
H -0.653 -1.618 2.767
H 0.733 -0.200 4.831
H -0.777 0.518 4.261
H 1.682 1.517 3.117
H -0.510 3.062 4.242
H -0.659 2.390 2.601
H 0.643 3.519 2.990
B 1.583 -0.733 -3.828
O 2.627 -0.689 -4.867
C 2.071 -0.758 -6.068
O 2.642 -0.747 -7.118
C 0.537 -0.857 -5.864
O -0.283 -0.935 -6.730
O 0.309 -0.838 -4.559
O 1.777 -1.869 -2.901
C 1.920 -1.422 -1.668
O 2.087 -2.064 -0.673
C 1.796 0.122 -1.712
O 1.835 0.855 -0.761
O 1.615 0.473 -2.967
```

## Properties
Gap between HOMO and LUMO in eV: 8.6
Multiplicity: 1
LUMO level in eV: 3.0
Charge: -1

No. 3
Here is the molecule C9H15BO2 in a non-equilibrium geometry from the OMol25 dataset. Energies are from wB97M-V/def2-TZVPD.

Structure (XYZ):
```
27
C9H15BO2 | the OMol25 dataset | wB97M-V/def2-TZVPD
B 2.233 -0.173 -0.303
C -0.992 -0.669 -1.428
C -2.386 0.289 -0.100
C -0.797 -1.472 0.965
C -1.855 -1.108 -0.181
C -1.101 0.771 -0.843
C 0.291 -0.347 1.048
C -0.093 0.886 0.197
C 3.661 -0.605 -0.924
C -0.143 2.092 1.067
O 1.643 -0.897 0.677
O 1.605 0.949 -0.736
H -0.011 -0.985 -1.566
H -1.549 -0.811 -2.312
H -3.416 0.598 -0.419
H -2.526 0.840 0.903
H -1.213 -1.795 1.833
H -0.371 -2.311 0.488
H -2.505 -2.048 -0.226
H -1.086 1.675 -1.408
H 0.360 -0.049 2.071
H 3.896 -1.634 -0.447
H 4.589 -0.025 -0.791
H 3.664 -0.804 -1.984
H 0.623 2.097 1.714
H -1.168 1.912 1.590
H -0.212 2.963 0.508
```

## Properties
Gap between HOMO and LUMO in eV: 10.6
Energy relative to the best compared isomer or geometry (same formula, charge and spin) in kcal/mol: 71.6
Multiplicity: 1
LUMO level in eV: 0.7
Charge: 0

No. 4
Here is a cluster of 2 separate species, C9H15BrN2O2 in total in a non-equilibrium geometry from the OMol25 dataset. Energies are from wB97M-V/def2-TZVPD.

Structure (XYZ):
```
29
C9H15BrN2O2 | the OMol25 dataset | wB97M-V/def2-TZVPD
H 1.563 0.212 3.155
N 1.120 -0.138 2.221
C 0.599 0.604 1.437
O 0.391 1.798 0.924
C 0.087 0.608 0.075
C -1.373 0.140 -0.163
C -2.353 -0.240 0.956
C -2.079 1.168 -1.195
C 1.091 0.382 -1.041
C 1.465 1.834 -1.463
C 2.317 -0.388 -0.575
H -1.132 -0.791 -0.721
H -1.900 -0.900 1.679
H -3.370 -0.505 0.531
H -2.611 0.749 1.570
H -2.401 2.043 -0.614
H -2.979 0.779 -1.704
H -1.254 1.569 -1.830
H 0.716 -0.065 -1.959
H 1.804 2.255 -0.500
H 0.472 2.253 -1.727
H 2.248 1.809 -2.202
H 2.119 -1.057 0.232
H 3.188 0.198 -0.211
H 2.746 -0.906 -1.356
O -0.908 -3.617 -0.558
C -0.332 -3.449 0.457
N 0.057 -2.938 1.493
Br 0.709 -3.406 3.090
```

## Properties
Gap between HOMO and LUMO in eV: 9.2
Energy relative to the best compared isomer or geometry (same formula, charge and spin) in kcal/mol: 83.9
Multiplicity: 1
LUMO level in eV: -0.1
Charge: 0

No. 5
Here is a structure of composition C9H15Cl2IrO6PV in a non-equilibrium geometry from the OMol25 dataset. Energies are from wB97M-V/def2-TZVPD.

Structure (XYZ):
```
35
C9H15Cl2IrO6PV | the OMol25 dataset | wB97M-V/def2-TZVPD
V 0.393 1.175 -7.789
Ir 0.417 -0.130 0.239
Cl -0.405 1.635 -5.837
Cl 1.932 0.149 -1.452
C -0.915 -0.922 1.209
C -0.422 1.627 -9.407
C 0.591 -0.656 -7.916
O -1.768 -1.392 1.874
O -0.887 1.874 -10.459
O 0.706 -1.827 -7.944
C 3.552 0.755 3.933
C 2.417 0.483 2.970
O 2.063 1.736 2.351
P 0.971 1.781 1.161
O -0.223 2.683 1.770
C -0.628 2.805 3.173
C -1.967 2.165 3.455
O 1.675 2.730 0.066
C 1.068 3.938 -0.451
C -0.278 3.787 -1.119
H 4.438 1.140 3.418
H 3.815 -0.178 4.429
H 3.268 1.468 4.711
H 2.694 -0.242 2.189
H 1.544 0.092 3.512
H 0.129 2.330 3.810
H -0.651 3.887 3.363
H -2.012 1.117 3.137
H -2.113 2.205 4.542
H -2.796 2.715 3.002
H 0.997 4.643 0.394
H 1.798 4.355 -1.169
H -1.048 3.592 -0.364
H -0.491 4.757 -1.588
H -0.290 3.000 -1.885
```

## Properties
Gap between HOMO and LUMO (spin up / spin down) in eV: 4.0 / 2.6
Energy relative to the best compared isomer or geometry (same formula, charge and spin) in kcal/mol: 0.0
Multiplicity: 7
LUMO level (spin up / spin down) in eV: -16.4 / -19.3
<S²>: 12.036
Charge: +4

No. 6
Here is a structure of composition C9H15ClF6N5O6PdS2Sb in a non-equilibrium geometry from the OMol25 dataset. Energies are from wB97M-V/def2-TZVPD.

Structure (XYZ):
```
46
C9H15ClF6N5O6PdS2Sb | the OMol25 dataset | wB97M-V/def2-TZVPD
Pd -1.021 0.493 0.638
F -0.653 5.008 2.168
C -0.484 4.684 0.874
F 0.757 5.086 0.532
F -1.341 5.428 0.160
S -0.660 2.859 0.549
O -0.552 2.918 -0.908
O 0.484 2.458 1.391
N -2.155 2.878 1.176
S -3.275 1.856 0.712
O -3.066 1.132 -0.538
O -4.552 2.515 0.829
C -3.398 0.645 2.184
F -3.369 -0.649 1.852
F -4.591 0.840 2.793
F -2.476 0.902 3.105
C 2.557 2.406 -1.425
Sb 1.539 0.584 -0.860
C 2.801 0.465 0.930
C 2.975 -0.576 -2.074
H 3.638 2.236 -1.447
H 2.305 3.181 -0.700
H 2.207 2.724 -2.410
H 3.700 -0.136 0.771
H 2.212 0.083 1.767
H 3.082 1.489 1.176
H 3.903 -0.792 -1.530
H 3.223 0.007 -2.967
H 2.511 -1.513 -2.413
Cl -4.122 -3.525 -1.970
C -2.904 -2.414 -1.218
C -1.460 -2.603 -1.698
O -1.127 -3.701 -2.211
O -0.731 -1.620 -1.434
H -2.922 -2.614 -0.150
H -3.226 -1.394 -1.396
N 0.836 -4.387 -0.740
C 0.957 -3.522 0.300
N 2.203 -3.064 0.600
N -0.092 -3.260 1.031
C -0.137 -2.118 1.700
N -0.281 -1.182 2.380
H 1.670 -4.460 -1.301
H 0.009 -4.160 -1.316
H 2.802 -2.875 -0.189
H 2.224 -2.316 1.278
```

## Properties
Gap between HOMO and LUMO in eV: 6.8
Energy relative to the best compared isomer or geometry (same formula, charge and spin) in kcal/mol: 88.9
Multiplicity: 1
LUMO level in eV: 4.9
Charge: -2

No. 7
Here is the ion C9H15N2 with charge +1 in a non-equilibrium geometry from the OMol25 dataset. Energies are from wB97M-V/def2-TZVPD.

Structure (XYZ):
```
26
C9H15N2 | the OMol25 dataset | wB97M-V/def2-TZVPD
C 3.285 1.159 0.006
C 2.224 2.028 0.087
C 3.212 -0.290 -0.016
C 0.807 1.699 -0.064
C 2.198 -1.084 0.126
C 0.319 0.463 0.123
C -2.001 1.198 0.315
C -1.371 -1.000 0.944
C -1.307 -0.499 -1.372
N 1.734 -2.294 0.066
N -1.072 0.099 0.011
H 4.349 1.428 -0.059
H 2.551 3.099 0.265
H 4.074 -0.943 -0.091
H 0.093 2.617 -0.289
H -2.994 1.007 0.778
H -1.588 1.974 0.881
H -2.197 1.851 -0.527
H -1.202 -1.962 0.487
H -0.591 -0.931 1.828
H -2.235 -1.017 1.501
H -2.182 -1.003 -1.222
H -1.334 0.143 -2.238
H -0.569 -1.121 -1.678
H 1.402 -2.533 1.005
H 1.084 -2.600 -0.628
```

## Properties
Gap between HOMO and LUMO in eV: 8.9
Energy relative to the best compared isomer or geometry (same formula, charge and spin) in kcal/mol: 145.0
Multiplicity: 1
LUMO level in eV: -3.1
Charge: +1

Number 1: DFT total energy -51013.7858 eV. Number 2: DFT total energy -38909.3570 eV. Number 3: DFT total energy -14347.0200 eV. Number 4: DFT total energy -86689.6585 eV. Number 5: DFT total energy -84670.4196 eV. Number 6: DFT total energy -89827.0969 eV. Number 7: DFT total energy -12543.5997 eV.